No. 1
Here is 2 unconnected molecules or ions with the total composition C37H39BO4S in a non-equilibrium geometry from the OMol25 dataset. Energies are from ωB97M-V/def2-TZVPD.

Properties
- highest occupied orbital energy (Ha) = -0.24738
- largest force on an atom (Eh/bohr) = 0.0600
- orbital gap (eV) = 3.41
- relative energy (zero: lowest compared OMol25 entry of this formula, charge and spin) (kcal per mole) = 6.0

The geometry in ORCA input format:
```
! wB97M-V def2-TZVPD RIJCOSX def2/J DEFGRID3
* xyz 0 1
C -5.291 2.461 -2.315
O -4.364 2.226 -3.398
C -3.106 1.813 -3.074
C -2.147 1.767 -4.115
C -0.810 1.508 -3.825
C -0.408 1.233 -2.525
B 1.162 0.915 -2.151
C 1.830 2.364 -1.703
C 2.098 2.934 -0.487
C 2.945 4.104 -0.586
C 3.385 4.363 -1.875
C 4.307 5.424 -2.349
S 2.719 3.207 -2.959
O 1.406 -0.024 -1.086
C 1.904 -1.178 -1.748
C 2.856 -1.970 -0.863
C 0.723 -2.086 -2.094
C 2.593 -0.595 -3.072
C 4.008 -0.075 -2.827
C 2.617 -1.555 -4.259
O 1.778 0.512 -3.395
C -1.354 1.208 -1.524
C -2.698 1.487 -1.760
H -6.211 2.788 -2.805
H -5.475 1.530 -1.749
H -4.919 3.255 -1.645
H -2.480 1.982 -5.126
H -0.071 1.537 -4.626
H 1.723 2.552 0.454
H 3.223 4.703 0.276
H 4.552 6.134 -1.556
H 5.242 4.980 -2.712
H 3.836 5.963 -3.179
H 3.221 -2.839 -1.430
H 3.716 -1.368 -0.550
H 2.331 -2.338 0.028
H 1.087 -3.013 -2.558
H 0.185 -2.349 -1.172
H 0.021 -1.582 -2.774
H 4.698 -0.921 -2.684
H 4.336 0.497 -3.706
H 4.051 0.591 -1.951
H 3.215 -2.439 -4.009
H 1.609 -1.870 -4.542
H 3.077 -1.058 -5.119
H -0.999 1.000 -0.511
H -3.424 1.492 -0.939
C -0.489 -6.136 6.354
C -1.322 -5.529 5.407
C -0.800 -4.666 4.430
C 0.586 -4.454 4.400
O 1.199 -3.559 3.531
C 0.558 -2.395 3.079
C 1.023 -1.157 3.558
C 0.629 0.023 2.952
C -0.382 0.043 1.947
C -0.937 1.294 1.473
C -2.339 1.626 1.452
C -2.761 2.974 1.199
C -4.107 3.324 1.258
C -5.094 2.376 1.564
C -4.711 1.045 1.741
C -3.368 0.666 1.686
C -0.819 -1.226 1.463
C -0.358 -2.421 2.021
C 1.436 -5.115 5.295
C 0.898 -5.941 6.280
H -0.907 -6.777 7.137
H -2.395 -5.726 5.436
H -1.458 -4.172 3.712
H 1.713 -1.167 4.406
H 1.050 0.969 3.303
H -0.246 2.127 1.343
H -2.001 3.730 0.993
H -4.394 4.371 1.120
H -6.146 2.678 1.670
H -5.472 0.305 1.995
H -3.094 -0.373 1.873
H -1.540 -1.255 0.646
H -0.718 -3.381 1.640
H 2.507 -4.935 5.222
H 1.561 -6.436 6.988
*
```

No. 2
Here is a single C4H8OS2 molecule in a non-equilibrium geometry from the OMol25 dataset. Energies are from ωB97M-V/def2-TZVPD.

Properties
- highest occupied orbital energy (Ha) = -0.32424
- largest force on an atom (Eh/bohr) = 0.0940
- orbital gap (eV) = 9.51
- relative energy (zero: lowest compared OMol25 entry of this formula, charge and spin) (kcal per mole) = 20.2
- SMILES string = CC(=O)SCCS

The geometry in ORCA input format:
```
! wB97M-V def2-TZVPD RIJCOSX def2/J DEFGRID3
* xyz 0 1
C 2.306 1.025 -0.922
C 1.264 0.670 0.159
O 0.953 1.234 1.122
S 0.560 -0.920 -0.330
C -0.927 -1.049 0.661
C -2.219 -0.773 -0.141
S -2.082 1.014 -0.590
H 2.270 2.066 -1.096
H 2.199 0.414 -1.723
H 3.223 0.872 -0.362
H -0.784 -0.459 1.602
H -0.874 -2.115 0.875
H -2.128 -1.389 -1.093
H -3.252 -1.017 0.324
H -1.159 1.627 0.200
*
```

No. 3
Here is a single C8H11F2N molecule in a non-equilibrium geometry from the OMol25 dataset. Energies are from ωB97M-V/def2-TZVPD.

Properties
- highest occupied orbital energy (Ha) = -0.34697
- largest force on an atom (Eh/bohr) = 0.0816
- orbital gap (eV) = 10.18
- relative energy (zero: lowest compared OMol25 entry of this formula, charge and spin) (kcal per mole) = 46.1
- SMILES string = [H]/N=C(\CC[C@@H](C)F)C(F)=C=C

The geometry in ORCA input format:
```
! wB97M-V def2-TZVPD RIJCOSX def2/J DEFGRID3
* xyz 0 1
H 0.728 2.635 1.073
N 1.028 1.762 1.432
C 0.213 0.828 1.425
C -1.101 0.711 0.713
C -1.048 1.402 -0.680
C -0.247 0.467 -1.700
C -1.062 -0.674 -2.334
F 0.218 1.273 -2.699
C 0.770 -0.572 2.259
F 0.258 -0.674 3.520
C 1.662 -1.397 1.768
C 2.343 -2.343 1.162
H -1.475 -0.402 0.634
H -1.839 1.180 1.396
H -0.409 2.146 -0.408
H -2.024 1.624 -1.056
H 0.541 0.128 -1.031
H -1.731 -0.355 -3.112
H -0.321 -1.389 -2.620
H -1.801 -0.970 -1.520
H 1.877 -3.081 0.483
H 3.422 -2.297 1.296
*
```

Values for lowest unoccupied orbital energy, eV, ordered as above
-3.32; 0.68; 0.74